ORCA calculation (the ωB97M-V functional and the def2-TZVPD basis) on the ion C5H10N with charge +1.

* charge: +1
* molar mass: 84.14 u
* relative energy (zero: lowest compared OMol25 entry of this formula, charge and spin): 391.8 kJ/mol
* HOMO level: -14.1 eV
* orbital gap: 0.307 Ha

Geometry as XYZ:
```
16
Properties=species:S:1:pos:R:3:lowdin_charge:R:1
C 0.779 1.361 -0.089 -0.029
C 1.462 0.256 -0.016 0.114
C -0.721 1.221 -0.064 -0.167
C 2.208 -0.982 0.156 -0.002
C -1.933 -0.761 -0.217 -0.146
N -0.805 -0.181 0.324 -0.137
H 1.363 2.269 -0.106 0.146
H -1.155 2.070 0.618 0.174
H -0.928 1.427 -1.145 0.151
H 2.291 -1.278 -0.873 0.096
H 1.711 -1.541 0.979 0.126
H 3.263 -0.673 0.664 0.188
H -2.970 -0.440 0.056 0.111
H -1.825 -0.608 -1.376 0.130
H -2.084 -1.842 -0.246 0.089
H -0.655 -0.299 1.335 0.158
```